Formula: C5H12N2
Source: OMol25
Level of theory: ωB97M-V with the def2-TZVPD basis set

Geometry as XYZ:
```
19
Properties=species:S:1:pos:R:3:forces:R:3
C -0.1903 0.3686 0.3532 0.98 0.22 4.42
C -0.7924 -1.0611 -1.5923 0.89 -1.00 1.72
C 0.5458 1.6147 2.4068 -0.05 0.29 -0.03
C 0.1091 -0.4052 -2.6286 -0.08 -0.01 0.10
N 0.1761 0.3176 1.8833 -0.51 0.25 -1.99
C -0.1226 -1.0258 -0.1077 -1.94 0.73 -4.16
N 0.3793 -2.0592 0.3637 0.38 -1.01 0.40
H -0.6323 -0.0413 2.3866 0.10 0.06 -0.20
H 0.8230 -1.9293 1.2723 -0.10 0.38 0.04
H 0.5846 0.9755 -0.1210 -0.17 -0.02 -0.08
H -1.1828 0.8202 0.2171 0.26 -0.10 -0.22
H -1.7836 -0.6031 -1.5941 0.05 0.08 0.20
H -0.9183 -2.1230 -1.8021 -0.01 0.00 -0.17
H 0.7514 1.5397 3.4761 -0.01 0.01 -0.04
H -0.2177 2.3955 2.2545 0.10 -0.03 0.05
H 1.4632 1.9430 1.9126 -0.02 0.04 0.07
H 0.1677 0.6716 -2.4748 0.05 0.08 -0.06
H 1.1151 -0.8173 -2.5728 0.07 -0.01 -0.03
H -0.2751 -0.5812 -3.6329 0.01 0.05 -0.03
```
Positions in Å, forces in eV/Å.

Summary:
Total energy (eV): -8358.803
LUMO (eV): 0.96
Gap between HOMO and LUMO (eV): 10.11
E_HOMO (eV): -9.1
SMILES string: [H]/N=C(/CC)CNC